Formula: C17H38Br10N3O3PSSi2
Source: the Open Molecules 2025 dataset
Level of theory: ωB97M-V with the def2-TZVPD basis set

## Properties
- E_tot: -765163.161 eV
- Highest occupied orbital energy: -7.33 eV
- E_LUMO: 0.4 eV
- Max |F|: 2.66 eV/A
- Gap between HOMO and LUMO: 7.76 eV
- M: 1250.8 g/mol

Last column: Löwdin charge in e.
Positions of all 75 atoms, in Å:
C -0.99 2.05 4.40  -0.1675
N -1.70 2.11 3.13  -0.1844
C -2.11 0.79 2.62  -0.3296
Si -0.69 -0.16 1.74  0.3624
O 0.28 1.01 0.99  -0.4411
Si 1.87 1.22 1.48  0.5314
C 2.55 0.28 2.97  -0.3702
C 3.68 -0.72 2.43  -0.5308
S 4.23 -1.92 3.72  0.9322
C 2.73 -2.80 4.14  -0.6209
N 1.73 -2.88 3.27  0.0010
N 0.71 -3.61 3.81  0.0497
C 1.15 -3.95 5.00  -0.1687
O 2.41 -3.50 5.27  0.0329
P -1.57 -1.60 0.26  0.7157
C -0.07 -2.52 -0.39  -0.3338
O -2.52 -2.74 1.10  -0.4007
H -1.68 1.93 5.27  0.0815
H -0.22 1.23 4.47  0.0636
H -0.42 3.02 4.50  0.0458
H -1.22 2.68 2.43  0.0798
H -2.64 0.16 3.37  0.0891
H -2.88 1.00 1.81  0.0669
H -0.05 -0.99 2.76  -0.0335
H 2.07 2.67 1.74  -0.0216
H 2.75 0.92 0.33  -0.0139
H 1.84 -0.22 3.66  0.0347
H 3.12 1.01 3.60  0.0743
H 3.31 -1.23 1.52  0.0574
H 4.59 -0.11 2.21  0.0809
H 0.62 -4.55 5.76  0.1401
H 0.15 -3.38 0.30  0.0406
H -0.19 -2.87 -1.44  -0.0343
H 0.81 -1.83 -0.31  0.0259
H -2.18 -3.63 0.91  0.0322
Br 0.50 -3.53 -4.22  0.6251
C 0.11 -1.99 -5.35  -0.6670
C 0.09 -0.72 -4.55  -0.6693
Br -1.54 -0.54 -3.51  0.5768
H -0.83 -2.20 -5.85  0.0280
H 0.91 -1.97 -6.08  0.0572
H 0.10 0.15 -5.21  0.0624
H 0.92 -0.64 -3.85  0.0123
Br 2.04 4.02 5.91  0.6116
C 1.10 4.92 7.35  -0.6906
C 0.46 6.19 6.88  -0.7000
Br 1.77 7.62 6.67  0.6020
H 1.82 5.07 8.15  0.0498
H 0.34 4.21 7.68  0.0580
H -0.25 6.57 7.62  0.0574
H -0.05 6.09 5.92  0.0502
Br -3.58 -4.27 -7.10  0.5973
C -4.54 -3.38 -5.66  -0.6883
C -5.19 -2.10 -6.13  -0.6759
Br -3.87 -0.68 -6.34  0.5748
H -3.83 -3.22 -4.85  0.0469
H -5.30 -4.09 -5.33  0.0581
H -5.90 -1.73 -5.40  0.0601
H -5.69 -2.21 -7.09  0.0504
Br 3.81 -1.11 -2.78  0.6016
C 4.36 -2.40 -4.14  -0.6961
C 5.53 -1.89 -4.93  -0.6948
Br 4.98 -0.54 -6.23  0.5983
H 3.48 -2.60 -4.75  0.0169
H 4.63 -3.29 -3.59  0.0617
H 5.97 -2.70 -5.53  0.0581
H 6.30 -1.44 -4.32  0.0498
Br -2.31 2.73 -1.04  0.6203
C -2.79 3.66 -2.69  -0.6900
C -4.26 3.53 -2.98  -0.6902
Br -4.69 1.77 -3.69  0.5806
H -2.16 3.25 -3.48  0.0483
H -2.52 4.70 -2.52  0.0554
H -4.56 4.23 -3.77  0.0560
H -4.89 3.68 -2.11  0.0498



Formula: C17H38GaO30S7
Source: the Open Molecules 2025 dataset
Level of theory: ωB97M-V with the def2-TZVPD basis set

## Properties
- E_tot: -207885.578 eV
- Highest occupied orbital energy: -4.47 eV
- E_LUMO: 1.5 eV
- Max |F|: 3.09 eV/A
- Gap between HOMO and LUMO: 5.99 eV
- M: 1016.7 g/mol
- Total charge: -1

Last column: Löwdin charge in e.
Positions of all 93 atoms, in Å:
C 1.73 -0.06 -0.04  -0.0628
C 2.88 0.94 0.26  -0.3902
O 3.98 0.20 0.83  -0.0684
C 2.51 2.04 1.32  -0.3462
O 3.62 2.77 1.75  -0.3830
Ga 4.12 4.18 0.56  0.2194
H 2.21 -1.03 -0.32  0.0721
H 1.09 -0.29 0.83  0.0725
H 1.14 0.23 -0.93  0.0427
H 3.16 1.45 -0.67  0.1074
H 3.74 0.09 1.77  0.0599
H 1.66 2.67 0.97  0.0886
H 2.12 1.48 2.21  0.1130
H 3.84 3.84 -0.99  -0.1187
H 5.71 4.42 0.78  -0.1469
H 3.41 5.59 0.92  -0.1332
C -1.81 2.07 -3.95  -0.1563
C -2.49 2.55 -2.69  -0.1829
O -1.46 2.53 -1.70  -0.1909
S -0.05 2.87 -2.39  0.6100
O 0.22 4.26 -2.20  -0.2150
O 0.88 1.87 -2.03  -0.2151
O -0.50 2.66 -3.92  -0.1829
H -1.70 0.98 -3.96  0.1231
H -2.35 2.38 -4.85  0.1195
H -3.31 1.91 -2.39  0.0966
H -2.85 3.57 -2.80  0.1379
C -2.34 3.93 -9.06  -0.1674
C -1.92 5.15 -8.26  -0.1631
O -3.14 5.68 -7.73  -0.1854
S -4.16 4.48 -7.44  0.6104
O -4.07 4.13 -6.07  -0.2232
O -5.39 4.77 -8.08  -0.2137
O -3.40 3.34 -8.29  -0.1895
H -2.75 4.22 -10.03  0.1326
H -1.53 3.22 -9.20  0.1361
H -1.41 5.89 -8.87  0.1362
H -1.27 4.87 -7.42  0.1361
C -1.51 -2.25 -0.07  -0.1649
C -2.76 -2.87 -0.66  -0.1520
O -3.73 -1.81 -0.62  -0.1834
S -2.99 -0.40 -0.82  0.6248
O -3.08 -0.03 -2.19  -0.2404
O -3.37 0.47 0.24  -0.2006
O -1.49 -0.91 -0.56  -0.1764
H -1.56 -2.22 1.02  0.1022
H -0.61 -2.78 -0.37  0.1385
H -3.11 -3.73 -0.09  0.1376
H -2.61 -3.15 -1.70  0.1337
C 3.09 -2.51 2.76  -0.1507
C 2.98 -3.71 3.68  -0.1417
O 1.59 -4.05 3.66  -0.2642
S 0.99 -3.70 2.22  0.6247
O 0.96 -4.89 1.43  -0.2282
O -0.16 -2.89 2.41  -0.2224
O 2.18 -2.78 1.70  -0.1851
H 2.77 -1.59 3.26  0.1382
H 4.10 -2.37 2.37  0.1423
H 3.31 -3.49 4.69  0.1400
H 3.55 -4.56 3.29  0.1326
C 1.35 -9.03 0.92  -0.1648
C 1.63 -7.65 0.37  -0.1716
O 1.66 -7.82 -1.06  -0.1823
S 0.63 -8.99 -1.46  0.6075
O -0.59 -8.40 -1.88  -0.2220
O 1.32 -9.94 -2.26  -0.2225
O 0.42 -9.61 0.01  -0.1906
H 2.26 -9.64 0.92  0.1314
H 0.94 -8.99 1.92  0.1354
H 2.58 -7.24 0.72  0.1366
H 0.83 -6.95 0.61  0.1025
C -0.38 4.67 1.02  -0.1863
C -0.93 5.99 0.53  -0.1640
O -1.21 6.72 1.73  -0.1983
S -0.13 6.31 2.86  0.5990
O 0.90 7.29 2.88  -0.2208
O -0.84 5.94 4.04  -0.2411
O 0.43 4.99 2.15  -0.1907
H -1.18 4.00 1.35  0.1387
H 0.22 4.17 0.27  0.0938
H -1.83 5.87 -0.07  0.1314
H -0.18 6.54 -0.04  0.1381
C -1.50 -1.41 7.29  -0.1661
C -0.84 -0.61 6.19  -0.1558
O 0.48 -1.16 6.09  -0.1802
S 0.43 -2.73 6.44  0.6366
O 0.39 -3.46 5.22  -0.2203
O 1.41 -2.99 7.44  -0.2164
O -1.03 -2.75 7.11  -0.1859
H -1.18 -1.06 8.28  0.1326
H -2.59 -1.38 7.23  0.1347
H -0.79 0.45 6.41  0.1405
H -1.34 -0.76 5.23  0.1367



Formula: C17H39AgN5O9S
Source: the Open Molecules 2025 dataset
Level of theory: ωB97M-V with the def2-TZVPD basis set

## Properties
- Spin multiplicity: 2
- E_tot: -58970.156 eV
- Highest occupied orbital energy (alpha / beta): -1.44 / -8.38 eV
- E_LUMO (alpha / beta): 0.3 / 0.2 eV
- Max |F|: 3.90 eV/A
- Gap between HOMO and LUMO (alpha / beta): 1.69 / 8.57 eV
- M: 597.5 g/mol

Last column: Mulliken spin population.
Positions of all 72 atoms, in Å:
Ag 0.11 0.28 -0.24  -2.6899
C 3.21 4.88 1.65  0.0340
C 2.84 4.16 2.91  0.0220
O 3.00 2.74 2.67  -0.0167
S 3.18 2.47 1.05  0.0925
O 2.15 1.56 0.57  0.2357
O 4.60 2.20 0.80  -0.0090
O 2.76 4.04 0.61  -0.0014
H 4.28 5.07 1.57  0.0016
H 2.74 5.85 1.49  -0.0076
H 1.80 4.39 3.15  -0.0113
H 3.45 4.52 3.74  -0.0054
C -2.78 -2.41 -2.95  0.2326
C -1.86 -2.06 -1.80  -0.4720
O -1.84 -0.92 -1.37  0.0233
N -1.05 -3.02 -1.38  -0.1725
C -0.92 -4.42 -1.81  0.3951
H -2.35 -2.12 -3.90  -0.0095
H -3.69 -1.82 -2.80  0.0098
H -2.99 -3.47 -3.03  -0.0818
H -0.51 -2.73 -0.57  0.0192
H -1.83 -4.89 -1.43  0.1339
H -0.02 -4.93 -1.47  -0.1908
H -0.98 -4.53 -2.89  0.0398
C 0.09 3.20 -3.60  0.0432
C -0.43 1.84 -2.98  -0.0196
O 0.35 1.23 -2.22  -0.1732
N -1.59 1.28 -3.20  0.0625
C -2.62 2.02 -3.88  0.0932
H -0.74 3.68 -4.13  -0.0129
H 0.91 3.02 -4.30  0.0007
H 0.31 3.94 -2.83  0.0043
H -1.85 0.39 -2.78  0.0277
H -3.57 1.50 -3.85  -0.0329
H -2.22 1.89 -4.89  -0.0116
H -2.77 3.05 -3.54  0.0164
C -3.54 0.68 1.12  0.3990
C -2.34 1.58 1.05  0.4156
O -1.25 1.36 1.61  0.0931
N -2.52 2.67 0.34  -0.2558
C -1.47 3.70 0.22  0.1049
H -4.29 1.02 1.83  -0.0255
H -3.12 -0.26 1.50  -0.0074
H -3.94 0.41 0.15  -0.0290
H -3.49 2.80 0.08  0.0174
H -1.43 4.11 -0.79  0.0343
H -0.45 3.58 0.57  0.0470
H -1.82 4.62 0.67  -0.0500
C 3.76 -1.11 0.45  0.0657
C 2.54 -1.85 -0.07  -0.1933
O 1.77 -1.32 -0.86  0.1043
N 2.26 -3.07 0.36  -0.2111
C 3.05 -3.74 1.35  0.5722
H 4.61 -1.79 0.43  -0.0190
H 3.61 -0.87 1.50  -0.0326
H 4.01 -0.22 -0.12  0.0127
H 1.38 -3.40 -0.01  0.2374
H 2.81 -4.79 1.54  -0.3451
H 2.88 -3.19 2.27  0.1450
H 4.14 -3.76 1.35  -0.0596
C -1.80 -3.51 1.64  1.3038
C -0.77 -2.51 1.94  3.6928
O -0.36 -1.70 1.08  -2.2867
N -0.31 -2.34 3.16  -0.1835
C 0.71 -1.38 3.55  0.5207
H -1.43 -4.18 0.86  0.4007
H -2.71 -2.92 1.52  -0.1624
H -2.10 -4.11 2.50  -0.1990
H -0.57 -2.99 3.89  -0.4818
H 0.75 -1.22 4.63  -0.1202
H 0.61 -0.40 3.09  -0.0562
H 1.67 -1.75 3.19  -0.0181



Question: Which of these has the lowest max |F|?
Answer: C17H38Br10N3O3PSSi2